(1)
Here is 2 unconnected molecules or ions with the total composition H2N3O3P from the Open Molecules 2025 dataset. Energies are from wB97M-V/def2-TZVPD.

Computed properties:
**ΔE to the lowest compared entry with this formula, charge and spin**: 77.1 kcal/mol
**Frontier orbital gap (alpha / beta)**: 5.80 / 5.23 eV
**Net charge**: -2

Atoms and positions in Å:
N (-0.71094, 0.85250, -1.12989)
N (-1.36848, 1.47455, -0.33826)
N (0.08789, -0.07369, -1.43760)
O (-2.68073, -0.07194, 2.78293)
O (-0.08082, 0.17609, 2.60193)
O (-1.77492, 2.17625, 3.36012)
P (-1.70522, 1.00561, 2.38979)
H (-0.42769, -0.48163, 2.12402)
H (0.51219, -0.02031, -2.41299)

=====

(2)
Here is H2N3P3 in the gas phase from the Open Molecules 2025 dataset. Energies are from wB97M-V/def2-TZVPD.

Computed properties:
**ΔE to the lowest compared entry with this formula, charge and spin**: 56.8 kcal/mol
**Frontier orbital gap (alpha / beta)**: 5.92 / 5.94 eV

Atoms and positions in Å:
N (-0.18485, -1.13071, -0.04696)
N (-1.68429, 1.15178, 0.14793)
N (2.43304, 0.26790, -0.01792)
P (1.66949, -1.24013, 0.03822)
P (2.59635, 1.84284, -0.09120)
P (-1.79601, -0.38314, -0.04423)
H (-0.47549, -2.13606, -0.18737)
H (-2.55825, 1.62753, 0.20153)

=====

(3)
Here is a gas-phase ion, H2N3S4 (charge +1) from the Open Molecules 2025 dataset. Energies are from wB97M-V/def2-TZVPD.

Computed properties:
**ΔE to the lowest compared entry with this formula, charge and spin**: 27.1 kcal/mol
**Frontier orbital gap (alpha / beta)**: 5.63 / 7.30 eV
**Net charge**: +1

Atoms and positions in Å:
N (-1.63194, -0.03531, 0.34323)
N (1.69173, -0.11773, -0.61308)
N (0.54899, 0.81025, 1.42361)
S (-1.26264, 0.19630, -1.32362)
S (-0.98979, 1.11625, 1.36934)
S (-0.35366, -1.43315, -1.75021)
S (1.99617, 0.50709, 0.79687)
H (-2.58041, -0.51804, 0.69012)
H (2.58156, -0.52567, -0.93625)

=====

(4)
Here is a molecular structure, H2N5O from the Open Molecules 2025 dataset. Energies are from wB97M-V/def2-TZVPD.

Computed properties:
**ΔE to the lowest compared entry with this formula, charge and spin**: 0.0 kcal/mol
**2S+1**: 3
**Frontier orbital gap (alpha / beta)**: 7.53 / 7.65 eV
**Net charge**: +1

Atoms and positions in Å:
N (0.89593, 0.74509, 1.07124)
N (0.18281, 0.44485, 0.22333)
N (-1.17023, -1.28111, -2.50639)
N (-0.59120, 0.21878, -0.57061)
N (-1.73361, -1.96326, -3.16113)
O (-2.35926, -2.64129, -3.80558)
H (0.77829, 0.81696, 2.06500)
H (-0.88698, -0.56663, -1.45958)

=====

(5)
Here is 2 unconnected molecules or ions with the total composition H2NO2P from the Open Molecules 2025 dataset. Energies are from wB97M-V/def2-TZVPD.

Computed properties:
**ΔE to the lowest compared entry with this formula, charge and spin**: 154.1 kcal/mol
**Frontier orbital gap (alpha / beta)**: 8.90 / 8.90 eV

Atoms and positions in Å:
N (0.87246, -0.16010, -0.13983)
O (1.25227, 0.15707, -1.21932)
O (1.36569, -0.98750, 0.58549)
P (-0.49057, 0.81173, 0.63188)
H (-1.04860, 1.05676, -0.75681)
H (-1.95125, -0.87796, 0.89859)

=====

(6)
Here is a molecular structure, H2NO3S from the Open Molecules 2025 dataset. Energies are from wB97M-V/def2-TZVPD.

Computed properties:
**ΔE to the lowest compared entry with this formula, charge and spin**: 82.4 kcal/mol
**Frontier orbital gap (alpha / beta)**: 7.45 / 7.45 eV
**Net charge**: -1

Atoms and positions in Å:
N (-0.28832, 0.67779, 1.17362)
O (0.79305, 1.12601, -1.98707)
O (-0.03789, -1.11348, -1.06070)
O (0.43198, -0.51053, 1.51606)
S (-0.18980, 0.39970, -1.15858)
H (-1.24000, 0.28724, 0.95459)
H (0.53097, -0.86672, 0.56209)

=====

Values of total energy, in order: -19930.7886 -32366.7453 -47832.2499 -9512.7426 -14900.0809 -18498.6948, all in eV.